14
Properties=species:S:1:pos:R:3 method="wB97M-V/def2-TZVPD" total_energy_ha=-775.90941 e_above_lowest_kj_mol=605.8 charge=0 molar_mass_g_mol=134.2
C -0.2662 -0.1281 -0.1897
C 1.1040 -0.6403 -0.1211
C -2.4009 1.2986 0.1732
N 1.4148 -1.9898 -0.1127
N 1.9823 0.3623 0.1929
O 1.5191 1.5124 0.1465
O 3.1716 0.1301 0.2793
S -0.5429 1.4872 0.1082
H -1.1186 -0.8792 -0.4190
H -2.8683 1.6535 1.1400
H -2.5299 0.2629 -0.0309
H -2.9163 1.9879 -0.5939
H 1.0464 -2.8318 -0.6049
H 2.4050 -2.2257 0.0322